A 2-piece molecular cluster, C21H24BrINO7 overall in a non-equilibrium geometry, computed with ωB97M-V with the def2-TZVPD basis set.

Frontier orbital gap, eV: 2.362
HOMO, eV: -2.2091
Total charge: -1
LUMO energy, eV: 0.15

Each line ends with the Löwdin charge.
Cartesian coordinates (Å):
C  -1.80  3.53  -1.73  -0.40
N  -1.41  -3.70  1.65  0.09
C  -1.81  -1.40  1.33  -0.16
C  -1.26  2.31  -2.50  -0.41
C  -0.33  2.61  -3.48  -0.01
H  -1.21  0.61  -0.56  0.11
H  1.56  -3.67  -0.85  0.13
O  0.93  4.03  -4.80  0.00
C  2.78  1.12  1.40  -0.17
H  1.89  -1.94  -0.80  0.08
C  1.09  -2.68  -0.91  -0.13
C  -0.03  -2.54  0.10  -0.14
H  -5.81  0.22  1.51  0.06
O  -2.69  3.42  -0.87  -0.06
H  2.53  2.19  1.34  0.14
H  2.30  0.35  -0.55  0.15
H  1.86  -0.74  0.85  0.10
C  -0.30  5.13  -3.01  -0.44
O  4.15  0.93  1.10  -0.13
H  -5.74  -1.37  2.23  0.05
H  3.95  -0.92  2.01  0.12
H  -2.92  -2.71  2.65  0.14
H  4.24  -0.97  0.24  0.11
H  -1.63  5.61  -1.40  0.09
O  -1.69  1.17  -2.18  -0.11
H  0.09  1.80  -4.07  0.07
H  6.56  -0.24  0.55  0.08
H  0.18  -0.22  -1.27  0.11
H  6.26  -1.71  1.47  0.07
C  -2.59  -0.13  1.60  -0.18
H  -3.73  -0.89  3.37  0.10
C  -0.35  -0.05  -0.32  -0.12
O  0.53  0.76  0.49  -0.09
C  1.86  0.30  0.47  -0.22
H  0.09  -4.64  0.56  0.15
H  -2.81  0.42  0.67  0.12
C  -0.41  -3.68  0.76  -0.01
O  0.18  6.25  -3.27  -0.05
C  -3.87  -0.25  2.48  -0.25
C  6.01  -0.63  1.41  -0.07
H  -1.67  -4.57  2.10  0.17
H  -4.04  0.76  2.88  0.12
C  0.47  -2.63  -2.34  -0.81
C  -5.15  -0.64  1.67  -0.56
O  -0.54  -3.22  -2.58  0.02
C  -0.74  -1.34  0.38  0.01
C  0.16  3.92  -3.85  -0.38
H  6.29  -0.10  2.33  0.08
Br  -4.75  -1.45  -0.06  0.71
C  -1.25  4.82  -2.03  -0.03
H  2.57  0.78  2.44  0.13
H  -1.90  0.52  2.16  0.14
I  1.49  -1.52  -3.90  0.85
C  4.51  -0.44  1.18  -0.31
C  -2.11  -2.57  1.93  -0.02

---

C21H24LiNO2S as an isolated structure in a non-equilibrium geometry, computed with ωB97M-V with the def2-TZVPD basis set.

Frontier orbital gap, eV: 7.355
HOMO, eV: -7.0795
Total charge: 0
LUMO energy, eV: 0.28
Energy relative to the best compared isomer or geometry (same formula, charge and spin), kcal per mole: 11.3

Each line ends with the Löwdin charge.
Cartesian coordinates (Å):
C  -0.30  2.17  -3.21  -0.14
H  5.85  -0.27  1.27  0.11
C  -1.32  1.62  2.98  -0.06
C  1.22  2.43  2.22  -0.08
H  -1.08  2.97  4.63  0.10
C  -3.59  -3.56  -2.10  -0.06
H  0.33  5.44  -2.64  0.11
H  2.77  -2.99  2.46  0.11
C  0.65  2.95  3.37  -0.07
H  4.15  1.21  0.26  0.11
C  -1.12  -3.94  -1.88  -0.06
H  5.16  -2.37  2.35  0.11
O  0.33  -0.06  -0.63  -0.58
H  -1.10  4.87  -0.68  0.11
O  -2.07  -1.75  -1.65  -0.37
H  -0.97  -3.78  -2.94  0.07
C  0.22  3.44  -3.43  -0.06
C  0.51  1.52  1.46  -0.37
C  -0.63  2.55  3.74  -0.08
H  -2.31  1.30  3.28  0.11
H  -3.26  -2.67  0.51  0.07
C  3.07  -2.07  1.97  -0.06
H  -4.43  -2.96  -1.77  0.07
Li  -1.18  -0.43  -1.54  0.56
H  1.07  -1.52  1.41  0.12
C  4.81  -0.54  1.31  -0.08
C  2.12  -1.25  1.40  -0.06
H  -1.54  -3.03  0.62  0.06
H  -1.96  2.55  -0.47  0.11
H  1.19  3.66  3.97  0.11
C  -2.30  -3.07  -1.39  -0.81
H  -0.10  1.36  -3.89  0.12
H  2.21  2.73  1.91  0.11
C  -0.85  4.12  -1.42  -0.05
H  -1.31  -5.00  -1.70  0.07
H  -2.69  -4.35  0.35  0.07
S  1.27  0.93  -0.08  1.03
C  -2.46  -3.31  0.13  -0.06
H  -0.22  -3.63  -1.35  0.07
C  2.52  -0.08  0.78  -0.36
C  4.41  -1.72  1.92  -0.08
N  -1.06  1.87  -2.17  0.02
C  -0.06  4.44  -2.51  -0.07
H  -1.28  0.37  1.23  0.11
H  -3.79  -4.61  -1.90  0.07
C  -0.75  1.10  1.83  -0.07
C  3.85  0.29  0.74  -0.09
C  -1.33  2.83  -1.30  -0.16
H  0.83  3.64  -4.30  0.10
H  -3.47  -3.42  -3.18  0.07

---

C21H24MoNO4S as an isolated structure in a non-equilibrium geometry, computed with ωB97M-V with the def2-TZVPD basis set.

Frontier orbital gap, eV: 6.871
HOMO, eV: -4.2256
Total charge: -1
LUMO energy, eV: 2.65

Each line ends with the Löwdin charge.
Cartesian coordinates (Å):
S  0.47  2.52  1.50  0.56
C  -2.41  0.90  -0.67  -0.04
C  1.45  -0.28  -1.51  -0.13
H  3.38  1.71  -0.72  0.06
C  1.83  1.69  -2.95  -0.07
H  -2.48  0.04  -1.32  0.12
C  -1.13  2.32  0.76  -0.28
C  -1.19  1.18  -0.04  -0.22
C  -0.08  -1.56  0.57  -0.15
H  0.97  1.38  -3.55  0.08
C  -0.42  -5.07  1.74  -0.11
H  2.54  2.21  -3.61  0.08
C  0.13  -3.90  1.26  -0.05
H  2.29  -0.80  -4.05  0.07
O  2.54  -0.27  1.32  -0.20
H  -2.14  3.98  1.65  0.11
C  -0.67  -2.77  1.00  -0.32
Mo  0.75  0.05  0.33  1.31
C  3.69  0.95  -1.43  -0.07
H  1.28  0.15  3.90  0.11
O  1.36  2.50  0.33  -0.37
O  0.57  3.70  2.33  -0.30
H  -5.29  0.50  -0.69  0.08
C  -2.23  3.13  0.99  -0.05
H  -0.24  0.90  -0.75  0.05
H  1.50  2.39  -2.19  0.06
H  1.91  1.80  3.70  0.11
H  4.12  0.12  -0.87  0.08
C  -1.79  -5.17  1.97  -0.12
H  -4.66  1.14  -2.21  0.08
H  -2.69  -2.04  1.01  0.10
C  2.51  0.48  -2.29  -0.67
H  1.20  -3.82  1.08  0.11
H  3.59  -1.29  -2.95  0.08
C  2.84  0.30  2.44  -0.64
N  0.53  1.12  2.22  -0.32
H  -4.29  3.47  0.50  0.10
H  3.80  0.12  -4.00  0.07
C  -4.82  1.37  -1.15  -0.06
C  -2.06  -2.90  1.22  -0.06
C  -2.60  -4.07  1.70  -0.11
H  -3.67  -4.14  1.87  0.09
C  1.61  0.89  3.17  -0.18
C  -3.43  2.83  0.36  -0.05
H  1.01  -1.03  -2.19  0.04
O  3.95  0.37  2.93  0.02
C  3.08  -0.43  -3.40  -0.09
H  -2.22  -6.09  2.35  0.09
H  0.22  -5.92  1.95  0.09
H  -5.53  2.20  -1.08  0.07
C  -3.52  1.71  -0.47  -0.28
H  4.46  1.39  -2.07  0.08

---

C21H24N2O2Pm as an isolated structure in a non-equilibrium geometry, computed with ωB97M-V with the def2-TZVPD basis set.

Frontier orbital gap (spin up / spin down), eV: 6.306 / 6.324
HOMO (spin up / spin down), eV: -3.5500 / -3.5693
Total charge: -1
LUMO energy (spin up / spin down), eV: 2.76 / 2.75
Energy relative to the best compared isomer or geometry (same formula, charge and spin), kcal per mole: 0.0
Multiplicity: 5

Each line ends with the Mulliken spin population.
Cartesian coordinates (Å):
C  -1.64  -1.54  -3.18  0.00
H  3.02  1.22  2.36  0.00
Pm  -1.07  0.44  -0.57  4.07
C  -2.15  -3.98  -4.55  0.00
H  -0.87  -1.56  3.09  0.00
H  0.28  4.89  4.22  0.00
C  -2.17  -3.92  -3.18  0.00
H  -2.23  4.83  0.74  0.00
C  -0.71  -1.35  2.01  0.00
H  1.22  2.04  0.07  0.00
C  -0.25  2.37  1.98  0.01
C  -1.53  4.35  1.41  0.00
N  -0.92  0.03  1.65  -0.02
H  -1.32  6.04  2.70  0.00
H  0.91  0.67  2.53  0.00
C  -1.93  -2.85  -1.01  0.00
H  -1.85  -2.81  -6.34  0.00
H  -2.38  -4.83  -2.61  0.00
C  -1.02  5.02  2.51  0.00
C  -1.87  -2.80  -5.26  0.00
H  2.56  -0.10  -1.72  0.00
C  -1.72  -2.21  1.25  0.00
H  1.97  -1.68  0.19  0.00
H  3.63  -1.41  0.76  0.00
H  2.27  -1.17  1.86  0.00
H  -2.21  -3.84  -0.62  0.00
H  3.44  2.28  1.02  0.00
C  2.52  0.42  0.39  -0.01
H  -1.58  -3.27  1.48  0.00
H  -2.72  -1.92  1.59  0.00
H  -2.35  -4.90  -5.07  0.00
H  0.95  2.56  3.72  0.00
C  -0.12  4.38  3.36  0.00
H  -1.41  -0.71  -5.13  0.00
C  3.42  1.24  1.34  0.00
H  3.08  1.55  -1.37  0.00
C  3.12  0.52  -1.01  0.00
H  0.29  -1.73  1.78  0.00
O  -1.42  -0.42  -2.59  0.00
N  -1.64  -1.94  -0.19  0.00
C  -1.17  3.02  1.12  0.00
C  1.10  0.98  0.35  -0.01
H  4.17  0.19  -1.02  0.00
O  -1.69  2.44  0.04  -0.02
C  -1.92  -2.75  -2.47  0.00
C  2.60  -1.04  0.83  0.00
C  -1.62  -1.62  -4.59  0.00
C  0.25  0.96  1.69  -0.02
H  4.45  0.86  1.37  0.00
C  0.24  3.07  3.07  0.00